{"formula": "C19H36CaF12O18P2", "method": "wB97M-V/def2-TZVPD", "symbols": ["Ca", "P", "F", "F", "F", "F", "F", "F", "P", "F", "F", "F", "F", "F", "F", "C", "C", "C", "O", "C", "O", "O", "H", "H", "H", "H", "H", "H", "C", "O", "C", "O", "O", "C", "H", "H", "H", "H", "H", "H", "C", "O", "C", "O", "O", "C", "H", "H", "H", "H", "H", "H", "C", "O", "C", "O", "O", "C", "H", "H", "H", "H", "H", "H", "C", "O", "C", "O", "O", "C", "H", "H", "H", "H", "H", "H", "C", "O", "C", "O", "O", "C", "H", "H", "H", "H", "H", "H"], "positions_angstrom": [[-2.658208, -0.277871, 1.447687], [-2.296635, -1.614114, 4.367447], [-2.547256, -2.112721, 2.833622], [-1.521297, -2.974154, 4.680406], [-0.929363, -0.883819, 3.789904], [-1.931583, -1.061668, 5.823505], [-2.949526, -0.151232, 3.957863], [-3.687048, -2.239289, 4.804757], [0.027444, 0.348316, 0.271366], [-0.612754, -1.145315, 0.578853], [-0.524778, 0.820752, 1.726799], [1.369709, -0.169448, 0.957470], [0.507008, 1.842904, 0.039440], [0.502879, -0.138884, -1.193100], [-1.460053, 0.703600, -0.404989], [0.127222, -2.314508, -4.455685], [0.960757, -1.286687, -3.691335], [2.296531, -1.713060, -3.070610], [3.155976, -0.611511, -3.392551], [2.594558, 0.192376, -4.306012], [3.040703, 1.214819, -4.712218], [1.370484, -0.292640, -4.639993], [-0.902810, -1.954563, -4.449055], [0.076900, -3.254182, -3.899542], [0.500379, -2.472937, -5.462016], [0.346531, -0.758691, -2.956878], [2.724011, -2.652449, -3.428913], [2.331168, -1.729140, -1.980081], [7.042525, 3.096614, 1.321146], [5.790532, 3.497379, 0.762431], [5.354727, 2.696156, -0.208376], [5.940034, 1.757722, -0.658033], [4.150351, 3.110415, -0.576257], [3.375805, 2.172823, -1.317109], [6.760036, 2.297215, 2.014225], [7.568125, 3.874896, 1.863341], [7.753934, 2.631018, 0.639691], [2.606289, 2.561574, -1.969919], [2.927911, 1.500260, -0.580488], [4.040055, 1.522421, -1.887617], [-5.459283, -4.816983, -0.285836], [-4.635365, -3.791301, 0.275237], [-3.839276, -3.018750, -0.423647], [-3.127841, -2.206659, 0.124417], [-3.997967, -3.166974, -1.727258], [-3.034328, -2.570612, -2.578531], [-6.191398, -5.076038, 0.476413], [-4.847767, -5.676991, -0.535935], [-6.073653, -4.405785, -1.086100], [-3.075374, -3.018286, -3.566040], [-2.020313, -2.741748, -2.200753], [-3.104034, -1.482105, -2.630452], [-5.348821, 2.741759, 3.151070], [-4.473513, 3.697179, 2.554860], [-3.416596, 3.192333, 1.949087], [-3.250235, 2.010130, 1.730857], [-2.680895, 4.190702, 1.557524], [-1.509273, 3.943365, 0.810272], [-5.973587, 3.274629, 3.866851], [-4.867141, 1.956265, 3.730402], [-6.018778, 2.367351, 2.377211], [-0.790280, 3.365004, 1.386766], [-1.070315, 4.876106, 0.475000], [-1.682488, 3.323177, -0.072940], [4.682178, -3.694240, 5.585317], [3.347951, -3.775570, 6.070843], [2.358296, -3.080073, 5.463879], [1.236308, -3.275998, 5.782536], [2.857734, -2.298084, 4.523194], [1.981008, -1.386646, 3.852181], [4.692356, -4.010868, 4.538896], [5.348585, -4.353795, 6.129810], [5.012429, -2.656071, 5.606541], [1.335161, -1.835451, 3.107710], [2.609994, -0.694086, 3.283694], [1.555290, -0.673622, 4.555718], [0.194536, 3.288167, -2.611925], [-1.215069, 3.355780, -2.829850], [-1.750730, 2.889706, -3.947449], [-2.933924, 2.880781, -4.117209], [-0.810560, 2.487561, -4.795052], [-1.201678, 1.693742, -5.911297], [0.734397, 3.623827, -3.500718], [0.399071, 2.236255, -2.424139], [0.533020, 3.964432, -1.832158], [-1.839014, 0.871632, -5.585863], [-0.273771, 1.191070, -6.185161], [-1.586306, 2.253432, -6.757119]], "forces_ev_per_a": [[0.27, -0.02, 0.72], [2.93, -0.21, 2.11], [-0.68, -0.17, -0.96], [-0.31, 0.31, -0.49], [0.12, -0.71, -0.16], [-0.79, 0.06, -0.25], [-1.59, 0.10, -0.47], [-0.17, 0.63, -0.15], [1.04, -0.64, -0.08], [-0.27, 0.14, -0.13], [-0.71, -0.07, 0.03], [0.08, 0.65, -0.54], [0.30, -0.38, -0.34], [0.02, 0.48, 0.97], [-0.07, 0.13, 0.40], [-0.15, 0.07, 1.15], [-0.26, -0.19, -0.38], [0.27, 0.29, 0.50], [0.56, -0.01, -0.23], [-0.80, 0.01, 0.31], [0.29, -0.09, -0.18], [0.22, 0.39, -0.29], [0.02, 0.06, -0.53], [0.26, -0.09, -0.13], [0.01, -0.05, -0.03], [0.19, -0.46, -0.32], [-0.10, 0.14, -0.35], [-0.55, -0.25, -0.08], [0.08, -1.48, 0.79], [0.62, 0.77, -0.30], [-0.26, 0.19, 0.04], [0.42, -0.65, -0.15], [-0.73, 0.93, -0.21], [0.63, -2.00, 0.37], [0.44, 0.12, 0.24], [-0.60, 0.50, -0.13], [-0.37, 0.29, -0.50], [0.25, 0.83, 0.20], [-0.30, 0.15, -0.10], [-0.04, 0.30, -0.27], [-0.69, 0.34, -0.04], [0.20, 0.17, 0.81], [-1.18, -0.22, -0.10], [0.19, 0.56, -0.25], [0.10, -0.40, -0.14], [1.56, 0.66, -0.05], [0.41, -0.08, 0.31], [-0.11, -0.01, -0.32], [0.45, -0.24, -0.42], [-0.50, -0.05, 0.08], [-0.18, -0.22, 0.14], [-0.53, -0.08, -0.04], [-1.11, 0.12, 0.35], [0.23, -0.36, 0.69], [-0.78, 0.86, -0.36], [0.39, -0.91, -0.17], [0.03, 0.50, 0.07], [1.10, -1.20, -0.76], [0.14, 0.30, -0.16], [0.39, -0.05, -0.43], [0.16, -0.36, 0.05], [0.02, 0.29, 0.31], [-0.27, 0.22, 0.32], [-0.47, 0.19, 0.01], [-0.21, 0.50, -1.09], [0.22, -0.36, 0.48], [1.04, -1.13, 0.36], [-1.06, 0.53, -0.03], [0.07, 0.65, -0.69], [0.88, 1.40, -0.28], [0.12, 0.01, 0.02], [-0.32, 0.03, 0.46], [0.28, -0.10, 0.17], [-0.46, -0.33, 0.59], [0.47, -0.53, -0.10], [-0.85, -0.72, 0.17], [0.44, -0.30, -1.15], [-0.19, 0.95, 0.95], [0.16, 0.27, 0.01], [-0.40, -0.33, -0.25], [0.08, -0.12, -0.25], [0.84, -1.01, 0.13], [-0.07, -0.26, -0.04], [0.54, 0.20, 0.25], [-0.66, -0.23, 0.46], [-0.52, 0.37, -0.08], [0.04, 0.26, -0.28], [-0.27, 0.19, 0.22]], "gap_ha": 0.347, "charge": 0, "relative_energy_ev": 1.377, "multiplicity": 1, "homo_ev": -10.068}